Entry 1:
{
  "formula": "C28H50FNO44PS11",
  "method": "wB97M-V/def2-TZVPD",
  "gap_ev": 6.4,
  "charge": 1,
  "e_lumo_ev": -4.77,
  "species": ["C", "C", "F", "C", "C", "C", "C", "O", "O", "C", "C", "P", "O", "O", "S", "N", "H", "H", "H", "H", "H", "H", "H", "H", "H", "H", "C", "C", "O", "S", "O", "O", "O", "H", "H", "H", "H", "C", "C", "O", "S", "O", "O", "O", "H", "H", "H", "H", "C", "C", "O", "S", "O", "O", "O", "H", "H", "H", "H", "C", "C", "O", "S", "O", "O", "O", "H", "H", "H", "H", "C", "C", "O", "S", "O", "O", "O", "H", "H", "H", "H", "C", "C", "O", "S", "O", "O", "O", "H", "H", "H", "H", "C", "C", "O", "S", "O", "O", "O", "H", "H", "H", "H", "C", "C", "O", "S", "O", "O", "O", "H", "H", "H", "H", "C", "C", "O", "S", "O", "O", "O", "H", "H", "H", "H", "C", "C", "O", "S", "O", "O", "O", "H", "H", "H", "H"],
  "positions_angstrom": [[2.50869, 2.65309, 1.59047], [3.07369, 1.25528, 1.12162], [3.10713, 1.13051, -0.30103], [2.17154, 0.07648, 1.66385], [2.89287, -1.13840, 2.10399], [2.08353, -2.26577, 2.57648], [2.75972, -3.61679, 3.03000], [3.46746, -3.62470, 3.98510], [2.48979, -4.70999, 2.23512], [0.61757, -2.14010, 2.60787], [0.01114, -0.88070, 2.14522], [-1.86660, -0.80864, 2.16788], [-2.48055, -0.86410, 3.68791], [-2.36037, -2.23511, 1.41670], [-2.52024, 0.71980, 1.17585], [0.80042, 0.15678, 1.71221], [1.56850, 2.51546, 2.18183], [3.30374, 3.10726, 2.25167], [2.34368, 3.36424, 0.74314], [4.14275, 1.14134, 1.44602], [4.00497, -1.16014, 2.03928], [2.52373, -4.38288, 1.30278], [-0.01248, -2.99664, 2.94799], [-3.41147, -1.21865, 3.57472], [-1.69917, -2.36130, 0.69988], [0.30822, 1.01967, 1.41640], [-5.98232, 0.28403, -1.29210], [-5.18420, -0.92323, -0.83870], [-5.15114, -1.79030, -1.97456], [-5.14724, -0.89714, -3.32257], [-3.80249, -0.76952, -3.77180], [-6.19805, -1.35227, -4.16467], [-5.58891, 0.50345, -2.64912], [-7.05556, 0.07782, -1.27711], [-5.77521, 1.16637, -0.68802], [-5.63726, -1.42499, 0.01492], [-4.15552, -0.64775, -0.59389], [1.31696, 7.23632, 1.30926], [0.06941, 7.89224, 1.86246], [-0.81316, 6.80167, 2.16808], [0.05956, 5.52556, 2.61808], [0.09381, 5.48662, 4.04372], [-0.33275, 4.40728, 1.82397], [1.49112, 6.04910, 2.09502], [1.18047, 6.93866, 0.26738], [2.19055, 7.87931, 1.38903], [-0.39158, 8.57400, 1.15092], [0.28138, 8.42636, 2.79232], [-5.49156, -5.03941, -6.17642], [-6.35347, -4.69493, -4.97765], [-7.54957, -5.46428, -5.15002], [-7.17909, -6.84751, -5.88976], [-7.03376, -7.86694, -4.90440], [-8.02892, -6.99120, -7.02120], [-5.70286, -6.43375, -6.40040], [-5.81868, -4.49679, -7.06655], [-4.43595, -4.83881, -5.99806], [-6.58260, -3.63461, -4.92358], [-5.87918, -5.01178, -4.04412], [-6.44133, -3.81459, 6.49358], [-5.53316, -3.12508, 7.49277], [-4.69703, -2.27554, 6.69926], [-5.53080, -1.76299, 5.41931], [-6.03859, -0.46871, 5.69912], [-4.76820, -2.05166, 4.24261], [-6.74387, -2.81547, 5.51390], [-5.92640, -4.63799, 5.99278], [-7.35522, -4.18651, 6.95341], [-4.93376, -3.82997, 8.06551], [-6.10370, -2.49342, 8.17813], [4.04056, -6.33659, -2.32487], [4.07244, -4.87889, -2.73396], [2.69702, -4.48186, -2.78136], [1.87088, -5.30558, -1.67000], [1.74116, -4.48314, -0.50413], [0.75596, -5.91517, -2.29644], [2.98052, -6.43183, -1.36449], [3.79166, -6.98061, -3.17170], [4.98205, -6.66112, -1.88801], [4.55057, -4.72717, -3.69949], [4.57548, -4.26754, -1.97987], [2.32171, 6.38931, 6.37902], [1.89317, 7.54298, 7.26426], [2.86996, 8.56226, 7.03571], [3.38892, 8.46352, 5.50872], [2.66902, 9.41089, 4.72695], [4.80837, 8.39733, 5.52012], [2.80393, 6.99470, 5.18040], [3.14369, 5.82754, 6.83100], [1.49865, 5.71161, 6.15771], [1.85976, 7.27001, 8.31739], [0.91872, 7.93413, 6.95986], [6.81244, -9.87163, -0.21867], [7.72090, -9.16976, 0.77255], [8.54557, -8.31611, -0.02629], [7.70461, -7.81450, -1.30772], [7.17860, -6.51866, -1.02204], [8.45626, -8.09510, -2.47789], [6.49500, -8.87954, -1.20044], [7.33103, -10.69261, -0.71930], [5.90469, -10.24941, 0.24907], [8.32970, -9.86682, 1.34504], [7.14740, -8.54060, 1.45848], [5.27509, 9.00382, -1.01530], [4.88401, 8.37075, -2.33669], [3.45445, 8.44045, -2.36707], [2.97280, 9.76878, -1.58575], [2.72872, 10.78989, -2.54238], [2.00917, 9.38729, -0.60664], [4.36561, 10.09641, -0.84079], [5.13428, 8.30869, -0.18591], [6.30370, 9.36060, -1.01677], [5.22057, 7.34173, -2.41943], [5.26924, 8.94784, -3.18182], [-10.48037, -2.32822, -8.21039], [-10.96154, -1.68194, -6.92502], [-10.15883, -2.26637, -5.89679], [-8.69302, -2.59952, -6.49203], [-7.81104, -1.53998, -6.14000], [-8.39138, -3.96976, -6.21406], [-9.06475, -2.45132, -8.05974], [-10.89889, -3.33068, -8.33036], [-10.71929, -1.72928, -9.08798], [-12.01822, -1.86415, -6.73789], [-10.77396, -0.60478, -6.92941], [7.42678, 3.02288, 0.13570], [7.40540, 3.21512, -1.36789], [6.17369, 3.89238, -1.63244], [5.81782, 4.85266, -0.38563], [6.24422, 6.17452, -0.69631], [4.49242, 4.56620, 0.04220], [6.85918, 4.21995, 0.67333], [6.79635, 2.18165, 0.43638], [8.43505, 2.87384, 0.51863], [7.45011, 2.27196, -1.90913], [8.22384, 3.86084, -1.69608]],
  "mulliken_charge": [-1.287, 0.564, -0.356, 0.298, -0.485, 0.274, 0.280, -0.450, -0.381, -0.067, -0.486, 1.053, -0.396, -0.501, -0.375, 0.093, 0.412, 0.357, 0.254, 0.190, 0.420, 0.367, 0.471, 0.416, 0.352, 0.223, -0.346, -0.059, -0.348, 0.999, -0.602, -0.340, -0.350, 0.288, 0.318, 0.318, 0.052, -0.245, -0.321, -0.346, 0.991, -0.553, -0.540, -0.101, 0.234, 0.302, 0.299, 0.258, -0.224, 0.104, -0.253, 1.138, -0.580, -0.535, -0.363, 0.233, 0.367, -0.113, 0.355, -0.330, -0.316, -0.303, 1.114, -0.564, -0.643, -0.322, 0.273, 0.316, 0.314, 0.298, 0.204, -0.341, -0.326, 0.962, -0.471, -0.549, -0.299, 0.306, -0.160, 0.368, 0.271, -0.226, -0.396, -0.322, 1.124, -0.540, -0.554, -0.199, 0.250, 0.272, 0.327, 0.290, -0.311, -0.335, -0.297, 1.109, -0.546, -0.532, -0.309, 0.283, 0.317, 0.319, 0.279, -0.184, -0.268, -0.319, 1.027, -0.578, -0.417, -0.336, 0.204, 0.344, 0.245, 0.308, -0.374, -0.361, -0.341, 1.091, -0.576, -0.431, -0.344, 0.302, 0.318, 0.322, 0.294, -0.204, -0.399, -0.327, 1.065, -0.549, -0.389, -0.332, 0.136, 0.338, 0.344, 0.306]
}

***

Entry 2:
{
  "formula": "C28H50HoP2Si",
  "method": "wB97M-V/def2-TZVPD",
  "s2": 6.01,
  "gap_ev": [6.8, 6.8],
  "charge": 1,
  "multiplicity": 5,
  "e_lumo_ev": [-2.49, -2.46],
  "species": ["Ho", "C", "C", "C", "C", "C", "C", "H", "H", "H", "C", "H", "H", "H", "C", "H", "H", "H", "C", "H", "H", "H", "C", "H", "H", "H", "C", "C", "C", "C", "C", "C", "C", "C", "H", "H", "H", "H", "H", "H", "H", "H", "H", "H", "H", "H", "P", "C", "C", "P", "C", "C", "C", "H", "H", "H", "H", "H", "H", "H", "H", "H", "H", "H", "H", "H", "H", "C", "Si", "C", "C", "C", "C", "H", "H", "H", "H", "H", "H", "H", "H", "H"],
  "positions_angstrom": [[1.56562, 0.03712, -1.01771], [-0.45190, -0.81978, 0.61001], [-0.13446, -1.90954, -0.25800], [1.74946, -1.42713, 1.00387], [0.71289, -0.51690, 1.38198], [1.23017, -2.28536, -0.02396], [-1.80135, -0.22911, 0.82660], [-2.54512, -0.61838, 0.11893], [-1.79131, 0.86751, 0.73161], [-2.17566, -0.45247, 1.84155], [0.83988, 0.54705, 2.40220], [-0.12614, 1.01915, 2.62178], [1.53510, 1.32143, 2.05291], [1.25690, 0.13662, 3.33068], [3.12907, -1.41176, 1.54362], [3.10215, -1.28792, 2.63517], [3.69569, -0.55787, 1.13831], [3.65960, -2.33754, 1.29661], [1.92537, -3.47400, -0.57672], [1.96854, -4.28497, 0.17179], [2.96296, -3.24549, -0.86268], [1.39839, -3.86177, -1.45888], [-1.07139, -2.66187, -1.12586], [-1.18430, -3.70021, -0.77531], [-0.71128, -2.71627, -2.16236], [-2.06510, -2.20127, -1.14221], [-3.07304, 2.32915, -2.10690], [-3.97735, 1.52328, -2.67427], [-3.78652, 0.71262, -3.91793], [-2.81854, 1.27460, -5.00186], [-1.43515, 0.58997, -4.97949], [-0.99308, 0.09353, -3.61142], [-0.86399, 1.08500, -2.43471], [-1.63626, 2.41680, -2.53349], [-4.77247, 0.62376, -4.40317], [-2.75366, 2.37428, -4.95852], [-3.50818, -0.32002, -3.65268], [-1.52909, 2.82581, -3.54717], [-3.35894, 3.01439, -1.29254], [-4.97916, 1.41917, -2.23806], [-1.13109, 3.15427, -1.88154], [-1.18940, 0.56222, -1.51265], [-1.47648, -0.85297, -3.32704], [0.20632, 1.41923, -2.27470], [-3.26187, 1.04902, -5.99046], [-1.51214, -0.28266, -5.64880], [0.08508, 1.42597, -5.57848], [0.01901, 3.21505, -5.48024], [0.17906, 0.98448, -7.33876], [1.11505, -0.55500, -3.55290], [1.54493, 0.65080, -4.88352], [0.85446, -2.08293, -4.52240], [2.99373, -0.80054, -2.90176], [0.60058, 3.60138, -4.62479], [-1.01567, 3.58314, -5.41526], [0.45701, 3.62650, -6.40660], [0.69674, 1.76920, -7.91010], [-0.82269, 0.83933, -7.76949], [0.74914, 0.05370, -7.44687], [3.58906, -0.44014, -3.75072], [3.19256, -1.86573, -2.72502], [3.40038, -0.19862, -2.02683], [2.22548, 1.43336, -4.51534], [2.07545, 0.11234, -5.69519], [1.25700, -2.94743, -3.96746], [1.37559, -2.02383, -5.49113], [-0.21875, -2.24848, -4.70797], [2.48224, 4.60988, 2.41268], [3.90271, 3.40534, 2.17275], [5.40572, 4.39003, 1.68184], [4.15874, 2.37703, 3.73273], [3.44590, 2.18232, 0.86395], [3.09498, 1.40579, -0.03973], [2.74339, 5.38517, 3.15159], [1.56666, 4.10171, 2.74997], [2.26403, 5.10301, 1.45176], [5.97813, 4.72586, 2.55792], [6.05870, 3.77004, 1.05419], [5.11170, 5.27523, 1.09775], [3.20700, 2.17323, 4.24562], [4.61101, 1.41246, 3.46044], [4.82769, 2.88990, 4.43675]],
  "mulliken_charge": [0.424, 0.217, 1.490, 0.173, 0.389, 0.718, -1.812, 0.210, 0.414, 0.390, -0.964, 0.402, -0.219, 0.379, -1.217, 0.337, 0.172, 0.399, -1.608, 0.338, 0.354, 0.379, -1.919, 0.456, 0.225, 0.273, -0.520, -0.601, -0.718, -1.025, 0.054, -1.334, 0.807, -0.792, 0.528, 0.355, 0.320, -0.027, 0.411, 0.417, 0.495, -1.147, 0.901, -0.096, 0.604, 0.686, 1.198, -1.502, -1.452, 2.005, -1.943, -1.683, -1.439, 0.451, 0.433, 0.470, 0.479, 0.387, 0.455, 0.731, 0.335, 0.446, 0.535, 0.763, 0.396, 0.466, 0.323, -1.005, 0.101, -1.023, -0.967, 0.125, -0.609, 0.317, 0.313, 0.314, 0.326, 0.321, 0.275, 0.272, 0.287, 0.378]
}

***

Number 1: M 1507.4 g mol⁻¹, DFT total energy -252605.4511 eV. Number 2: M 641.7 g mol⁻¹, DFT total energy -82091.5080 eV.